{"formula": "C5H10S3", "method": "ωB97M-V with the def2-TZVPD basis set", "smiles": "CCSCSC(C)=S", "gap_ev": 8.31, "total_energy_ev": -37849.8517, "e_above_lowest_kj_mol": 301.11, "e_lumo_ev": -0.212, "species": ["C", "C", "S", "C", "S", "C", "C", "S", "H", "H", "H", "H", "H", "H", "H", "H", "H", "H"], "positions_angstrom": [[-2.2643, 0.7101, 0.0891], [-2.3025, -0.7406, -0.5718], [-0.6378, -1.5169, -0.9195], [0.2562, -1.1529, 0.5568], [1.9646, -1.8047, 0.3912], [2.6861, -0.3248, -0.2081], [2.1082, 1.0281, -0.0636], [4.2370, -0.4343, -0.7075], [-1.6748, 1.3673, -0.7834], [-3.3538, 1.1975, 0.2453], [-1.6734, 0.8502, 0.9758], [-3.0127, -1.3463, 0.1241], [-2.6614, -0.4154, -1.7906], [-0.0226, -1.6231, 1.5898], [0.2133, -0.0877, 0.9217], [2.3936, 1.4160, 1.0855], [0.9724, 1.1257, -0.2351], [2.7719, 1.7520, -0.6997]], "atomic_forces_ev_per_a": [[-0.19, 1.80, -3.63], [-1.27, 1.98, -1.26], [-1.45, 0.54, 0.26], [0.16, -0.35, 3.94], [-0.85, 1.75, -0.45], [1.56, -0.63, 0.10], [0.18, 2.89, 1.59], [0.02, -0.29, -0.17], [-1.63, -1.24, 2.43], [2.54, -1.36, -0.45], [0.00, -0.31, 0.56], [1.18, 0.43, -1.96], [0.45, -1.77, 3.86], [-0.39, 0.00, -2.08], [0.43, -1.02, -0.99], [-1.09, -1.14, -2.79], [2.03, 0.09, 0.09], [-1.67, -1.36, 0.95]]}

{"formula": "C5H10SSi", "method": "ωB97M-V with the def2-TZVPD basis set", "gap_ev": [9.02, 5.82], "total_energy_ev": -24055.3434, "e_above_lowest_kj_mol": 284.20, "e_lumo_ev": [-0.522, -2.378], "species": ["C", "C", "C", "C", "C", "Si", "S", "H", "H", "H", "H", "H", "H", "H", "H", "H", "H"], "positions_angstrom": [[-4.6689, 0.2207, 0.7994], [-3.9386, -0.6120, 0.3178], [3.3585, -0.0167, -1.1469], [1.2803, 1.3691, 1.0759], [-3.1297, -1.5345, -0.3459], [1.7192, -0.0991, -0.1905], [0.0628, -0.0693, -1.3903], [-5.4152, 0.5737, 1.5018], [3.6235, -0.5946, -2.0298], [3.3075, 1.0508, -1.5684], [4.2089, -0.2062, -0.5363], [1.5233, 1.1576, 2.1464], [2.0022, 2.2206, 0.8404], [0.2807, 1.6910, 0.9144], [-2.2160, -1.9526, 0.2503], [-3.4393, -1.8684, -1.2383], [1.4409, -1.3301, 0.5999]], "atomic_forces_ev_per_a": [[-1.30, 0.55, 1.50], [1.35, -1.31, -1.31], [-0.87, 1.73, -0.76], [3.31, 0.13, -0.41], [2.00, 1.18, 5.17], [0.33, 0.11, 1.52], [-1.21, 0.13, -1.20], [0.46, 0.18, -0.64], [-1.00, -0.51, -0.10], [0.57, -1.19, 0.85], [0.77, 0.54, 0.92], [-0.54, -0.25, -0.89], [-1.06, -0.78, 0.07], [-0.81, 0.23, 0.08], [-1.85, 0.76, -1.58], [-0.67, -1.37, -3.13], [0.52, -0.14, -0.09]]}

{"formula": "C5H10Si", "method": "ωB97M-V with the def2-TZVPD basis set", "smiles": "CC1(C)C=C1[SiH3]", "gap_ev": 9.74, "total_energy_ev": -13220.8837, "e_above_lowest_kj_mol": 285.04, "e_lumo_ev": 0.891, "species": ["C", "C", "C", "C", "C", "Si", "H", "H", "H", "H", "H", "H", "H", "H", "H", "H"], "positions_angstrom": [[-1.7951, -0.5138, 0.4299], [-0.3250, -0.5899, 0.0340], [0.5358, -1.5573, 0.9447], [0.2075, -0.5282, -1.3898], [0.2526, 0.6090, -0.7521], [1.0652, 2.2398, -0.5610], [-1.9127, 0.1384, 1.3664], [-2.1754, -1.5133, 0.6689], [-2.4272, -0.0242, -0.3279], [0.1634, -1.2926, 1.8697], [1.5803, -1.1428, 0.7977], [0.1724, -2.5309, 0.5461], [0.4545, -1.1044, -2.2137], [0.8248, 3.3116, -1.4787], [2.3894, 1.7178, -0.8786], [0.9895, 2.7807, 0.9444]], "atomic_forces_ev_per_a": [[-0.04, 0.70, 0.76], [0.61, -0.16, -1.19], [-0.40, 2.42, -3.22], [-1.49, 1.30, 2.14], [-0.22, -0.72, 0.45], [0.68, -0.33, 2.03], [0.27, -0.97, -1.08], [-0.19, 0.17, -0.06], [0.30, -0.38, 0.09], [-0.27, -0.33, 2.58], [-0.93, -1.56, 0.29], [1.20, 0.26, 0.81], [0.28, -0.78, -1.51], [-0.57, 0.56, -0.57], [0.78, 0.43, 0.17], [-0.01, -0.63, -1.69]]}

{"formula": "C5H11AgO4", "method": "ωB97M-V with the def2-TZVPD basis set", "gap_ev": 7.47, "total_energy_ev": -17548.2961, "e_above_lowest_kj_mol": 149.75, "e_lumo_ev": 0.381, "species": ["O", "C", "C", "O", "C", "C", "O", "Ag", "H", "H", "H", "H", "H", "H", "H", "O", "H", "C", "H", "H", "H"], "positions_angstrom": [[-1.4246, 1.4800, 1.4365], [-2.3319, 1.7042, 0.6643], [-2.3760, 1.1230, -0.7228], [-1.3192, 0.2453, -0.9557], [-1.6031, -1.1311, -0.6909], [-0.2749, -1.8684, -0.6219], [0.5623, -1.3362, 0.3330], [0.5126, 0.6210, 0.7252], [-3.1318, 2.4293, 0.9171], [-2.3092, 1.9712, -1.4261], [-3.3638, 0.6574, -0.8857], [-2.2537, -1.5347, -1.4853], [-2.1319, -1.2204, 0.2742], [0.1840, -1.8157, -1.6374], [-0.5175, -2.9405, -0.4438], [2.7614, 0.9144, -0.1028], [2.9385, 1.5682, -0.7823], [3.3606, -0.5010, -0.4682], [3.4950, -0.4367, -1.5576], [4.4145, -0.4707, -0.1584], [3.1394, -1.3785, 0.1578]], "atomic_forces_ev_per_a": [[-1.06, 0.74, 0.17], [0.47, 0.17, 0.06], [-0.03, -0.26, -0.18], [-0.55, 0.38, -0.62], [-0.33, -0.37, 0.13], [0.41, 0.21, 0.15], [-0.05, -2.66, -0.50], [0.69, 1.54, 0.48], [0.01, -0.25, 0.13], [-0.02, -0.15, 0.14], [0.15, 0.09, 0.03], [0.11, 0.13, 0.08], [0.18, 0.06, -0.14], [-0.18, -0.07, 0.10], [0.05, 0.24, -0.01], [0.42, -2.74, 0.67], [0.31, -0.45, -0.35], [2.18, 3.04, 0.17], [-1.04, -1.16, 0.34], [0.21, 0.84, 0.05], [-1.93, 0.68, -0.90]]}

{"formula": "C5H11BF4NO6S", "method": "ωB97M-V with the def2-TZVPD basis set", "gap_ev": 9.80, "total_charge": -1, "total_energy_ev": -41527.2978, "e_lumo_ev": 2.555, "species": ["N", "C", "C", "O", "C", "C", "O", "S", "O", "O", "O", "C", "O", "H", "H", "H", "H", "H", "H", "H", "H", "H", "H", "H", "B", "F", "F", "F", "F"], "positions_angstrom": [[3.2414, 1.7229, 0.2971], [2.9203, 0.9713, -0.9188], [2.1560, -0.3477, -0.7372], [3.1132, -1.3980, -0.5393], [1.1134, -0.3194, 0.3701], [-0.3274, -0.4490, -0.0870], [-1.0975, -0.1332, 1.1212], [-1.5439, 1.3672, 1.1181], [-0.9092, 2.1484, 2.0893], [-2.9127, 1.4927, 1.0121], [-0.8307, 1.7945, -0.2914], [-0.8641, 0.5788, -1.0301], [-0.2442, 0.6444, -2.2751], [2.6170, 2.5112, 0.3794], [3.2130, 1.1547, 1.1295], [3.8569, 0.6960, -1.3901], [2.4170, 1.6183, -1.6256], [1.6929, -0.5676, -1.6860], [3.1453, -1.6333, 0.3968], [1.1718, 0.5650, 0.9847], [1.2831, -1.1486, 1.0461], [-0.6667, -1.4443, -0.3280], [-1.9233, 0.4287, -1.2371], [-0.7025, 0.0030, -2.8364], [-3.9897, -2.0516, 1.0111], [-3.4052, -1.4998, 2.1671], [-3.7925, -3.4446, 1.0122], [-5.3603, -1.7667, 0.9943], [-3.3715, -1.4934, -0.1468]], "atomic_forces_ev_per_a": [[0.03, 0.23, -0.59], [0.35, -0.09, 0.38], [0.51, 0.18, 0.08], [0.04, -0.25, 0.37], [-0.10, -0.37, -0.63], [-0.28, -0.08, 1.48], [-0.02, 0.21, 0.03], [1.53, 0.38, -0.67], [1.48, 0.57, 1.53], [-3.02, -0.14, -0.63], [0.40, -0.33, 0.03], [-1.40, -0.04, -1.31], [0.67, 0.39, 0.03], [-0.10, -0.10, 0.42], [-0.05, 0.08, 0.09], [0.20, -0.19, -0.25], [-0.36, 0.20, 0.00], [-0.15, -0.16, -0.28], [-0.01, 0.09, -0.23], [0.13, 0.43, 0.01], [0.00, -0.28, 0.19], [0.13, -0.34, -0.35], [-0.23, -0.67, 0.34], [0.07, 0.33, 0.11], [-0.04, 0.04, 0.25], [0.04, -0.01, -0.08], [0.09, -0.08, -0.11], [-0.07, 0.03, -0.11], [0.15, -0.01, -0.09]]}

{"formula": "C5H11BN2O2", "method": "ωB97M-V with the def2-TZVPD basis set", "gap_ev": [6.32, 8.90], "total_energy_ev": -13113.1517, "multiplicity": 3, "e_above_lowest_kj_mol": 0.00, "e_lumo_ev": [0.705, -0.391], "species": ["B", "C", "C", "C", "C", "C", "N", "N", "O", "O", "H", "H", "H", "H", "H", "H", "H", "H", "H", "H", "H"], "positions_angstrom": [[-0.7411, -1.1016, -0.4382], [1.7380, -0.2254, 0.0249], [1.5907, 0.9768, 0.7280], [0.8497, -1.0991, -0.4692], [1.4393, -2.4561, -1.0371], [-1.8735, 1.9695, 0.8860], [0.4107, 1.5348, 1.0449], [-0.7282, 1.2068, 0.4212], [-1.5957, -0.6227, -1.3909], [-1.3126, -1.4392, 0.7944], [2.8187, -0.6205, 0.0404], [2.4526, 1.4087, 1.1907], [1.1582, -3.1273, -0.2179], [2.5913, -2.3827, -1.2283], [0.9519, -2.7719, -1.9230], [-2.7256, 1.5202, 0.4371], [-1.9378, 1.9210, 1.9663], [-1.6775, 3.0706, 0.8163], [0.3950, 2.3235, 1.6967], [-1.3223, -0.4044, -2.2722], [-2.3251, -1.4216, 0.8686]], "atomic_forces_ev_per_a": [[0.06, 1.90, 1.59], [2.91, 0.99, 1.61], [1.60, -2.30, -1.21], [-1.17, -3.00, -2.26], [1.30, 2.02, 1.59], [2.27, 0.46, 0.77], [-2.21, 2.23, 1.59], [-0.15, 0.42, -0.38], [-0.91, -1.03, -0.11], [-1.78, -0.72, -0.29], [-1.49, 0.97, -0.26], [0.24, 0.31, 0.08], [0.60, -0.58, -0.34], [-2.14, -0.29, 0.54], [-0.48, -0.34, -0.96], [-0.86, 0.38, -0.50], [-0.26, -0.65, 0.68], [-0.58, -0.56, -0.95], [0.10, -0.38, -0.31], [0.62, 0.08, -0.29], [2.35, 0.07, -0.59]]}

{"formula": "C5H11BO3", "method": "ωB97M-V with the def2-TZVPD basis set", "gap_ev": 11.30, "total_energy_ev": -12183.5897, "e_above_lowest_kj_mol": 79.95, "e_lumo_ev": 0.684, "species": ["B", "C", "C", "C", "C", "C", "O", "O", "O", "H", "H", "H", "H", "H", "H", "H", "H", "H", "H", "H"], "positions_angstrom": [[-1.5878, 1.0267, 0.3340], [-3.9004, -1.3018, -0.2847], [0.4861, -0.1952, -1.4048], [1.3639, -0.1857, 0.8820], [-1.1164, -0.4840, 0.4859], [0.3151, -0.7327, 0.0448], [-4.8201, -0.7543, -0.6312], [-0.9846, 1.9665, 1.0233], [-2.7233, 1.3436, -0.2550], [1.4109, -0.4415, -1.9306], [-0.4970, -0.3634, -1.8603], [0.4255, 0.9419, -1.5046], [1.2918, 0.8622, 0.9018], [1.1934, -0.6567, 1.8458], [2.2953, -0.5048, 0.4708], [-1.8092, -1.1123, -0.1357], [-1.3914, -0.9472, 1.4953], [0.4157, -1.8097, -0.0892], [-0.3724, 1.4795, 1.4717], [-3.0661, 2.1811, -0.3582]], "atomic_forces_ev_per_a": [[-0.78, -1.87, 0.55], [-0.84, -0.19, -0.11], [-1.54, 2.17, 0.24], [0.18, -1.42, 1.37], [-1.58, -1.18, -0.08], [-0.99, -0.47, -2.91], [0.05, -0.06, 0.01], [-0.59, 3.50, -0.39], [-1.10, -3.05, -1.75], [-0.46, -0.59, -0.07], [0.66, -0.95, -0.96], [0.51, -0.93, 0.86], [0.32, 1.46, 0.28], [0.61, 0.41, 0.64], [0.98, 0.06, 0.04], [1.11, 0.69, 0.26], [0.75, 0.94, -0.81], [0.27, -0.22, 0.36], [3.11, -1.15, 2.44], [-0.67, 2.86, 0.02]]}

{"formula": "C5H11BrN", "method": "ωB97M-V with the def2-TZVPD basis set", "gap_ev": [5.88, 7.36], "total_charge": 1, "total_energy_ev": -76881.7161, "multiplicity": 3, "e_above_lowest_kj_mol": 311.68, "e_lumo_ev": [-3.577, -6.645], "species": ["C", "C", "C", "C", "C", "N", "Br", "H", "H", "H", "H", "H", "H", "H", "H", "H", "H", "H"], "positions_angstrom": [[0.6257, 1.5128, 0.5984], [-0.1756, 1.0091, -0.2807], [-1.0578, 1.5699, -1.3330], [1.4746, -1.2687, -0.2108], [-0.0245, -0.9386, -0.1189], [-0.6777, -1.1434, 1.3325], [-1.2198, -1.6438, -1.4171], [1.3953, 0.9043, 1.1728], [0.7410, 2.5412, 0.8118], [-1.2444, 2.6494, -1.1010], [-2.0019, 1.1934, -1.2336], [-0.7381, 1.3977, -2.3967], [1.6586, -2.2501, -0.6499], [1.9307, -0.4061, -0.7654], [1.8654, -1.4776, 0.7778], [-0.6536, -2.1633, 1.6667], [-0.1468, -0.6385, 2.0257], [-1.7510, -0.8478, 1.1212]], "atomic_forces_ev_per_a": [[8.23, 3.18, 8.61], [-6.64, -8.18, -7.71], [2.68, 1.45, 0.12], [-1.11, -0.04, -0.12], [-0.90, 4.09, 0.57], [-2.23, -2.06, -2.37], [0.22, -0.41, 0.26], [-0.65, 0.86, -1.30], [-0.47, 0.99, 0.41], [0.69, -0.59, -0.50], [-2.66, -1.54, 0.04], [-0.12, 0.40, 0.78], [-0.20, 0.29, -0.76], [0.07, -1.13, 0.66], [0.39, 0.85, 0.41], [-0.26, 1.53, -0.77], [-0.21, 0.98, 0.32], [3.17, -0.65, 1.35]]}

{"formula": "C5H11BrS", "method": "ωB97M-V with the def2-TZVPD basis set", "gap_ev": 7.46, "total_energy_ev": -86238.8475, "e_above_lowest_kj_mol": 72.47, "e_lumo_ev": -0.517, "species": ["C", "C", "C", "C", "C", "S", "Br", "H", "H", "H", "H", "H", "H", "H", "H", "H", "H", "H"], "positions_angstrom": [[0.1587, 1.8407, 0.8910], [-0.2139, -1.8517, -0.1531], [1.0231, -0.0873, -1.4430], [0.2069, 0.3106, 1.0789], [0.2395, -0.4605, -0.2752], [-1.9481, 0.6442, -1.3177], [-3.1113, -0.0045, 0.4104], [-0.5612, 2.1886, 0.0945], [1.1379, 2.1596, 0.6537], [-0.1360, 2.3257, 1.7971], [-0.1545, -2.4106, -1.0344], [0.3582, -2.4628, 0.6960], [-1.2191, -1.7083, 0.2578], [1.9836, -0.5311, -1.2264], [0.7776, -0.8027, -2.2758], [1.0591, 0.9758, -1.6555], [-0.7046, -0.1629, 1.7914], [1.1042, 0.0371, 1.7102]], "atomic_forces_ev_per_a": [[-1.30, -0.65, -0.48], [0.85, -0.39, 3.19], [0.30, -1.35, -0.71], [-1.47, -1.16, 0.66], [-2.05, 1.08, 1.49], [1.03, -1.04, 0.66], [-0.35, 0.13, -0.06], [0.82, -0.70, 0.84], [1.09, 0.61, -0.37], [-0.10, 0.27, 0.70], [-0.22, -0.76, -1.35], [-0.94, 1.47, -1.59], [-0.21, -0.74, -0.22], [1.19, 0.45, 0.34], [-0.40, 1.39, 0.31], [0.14, -0.17, -0.26], [2.18, 1.43, -2.24], [-0.57, 0.12, -0.92]]}

{"formula": "C5H11Cl8Hg2O", "method": "ωB97M-V with the def2-TZVPD basis set", "gap_ev": 1.91, "total_charge": 3, "total_energy_ev": -115902.3508, "e_above_lowest_kj_mol": 0.00, "e_lumo_ev": -15.733, "species": ["Hg", "Hg", "C", "O", "H", "H", "H", "C", "Cl", "Cl", "H", "H", "C", "Cl", "Cl", "H", "H", "C", "Cl", "Cl", "H", "H", "C", "Cl", "Cl", "H", "H"], "positions_angstrom": [[-23.9059, -14.6215, -1.3575], [-26.1869, -16.8453, -2.8058], [-22.8798, -16.9168, -3.4044], [-24.0109, -16.6221, -2.5439], [-22.4851, -15.9932, -3.8348], [-22.0593, -17.2838, -2.7758], [-23.1543, -17.6076, -4.1968], [-20.9694, -16.4037, 0.2911], [-21.8727, -14.8069, 0.1716], [-22.0210, -17.6961, 0.7912], [-20.5576, -16.6144, -0.6878], [-20.2160, -16.2161, 1.0537], [-18.4537, -13.8902, -5.2008], [-17.0543, -14.8479, -5.5902], [-19.4974, -14.8028, -4.0403], [-18.1465, -12.9959, -4.6727], [-19.0152, -13.6695, -6.0997], [-22.5406, -12.2051, -4.5349], [-23.7016, -10.9250, -4.3665], [-22.4419, -13.2301, -3.0327], [-22.7602, -12.8110, -5.4068], [-21.5440, -11.7753, -4.6116], [-23.3094, -19.0341, -6.6066], [-24.1646, -20.4108, -7.2175], [-22.3038, -18.2423, -7.7876], [-23.9966, -18.2888, -6.1824], [-22.6526, -19.4017, -5.8121]], "atomic_forces_ev_per_a": [[1.24, -0.25, -0.41], [0.89, -0.49, -0.51], [0.17, 0.87, -0.58], [-1.14, 0.39, 1.08], [-0.30, -0.03, -0.28], [-0.49, -0.52, 0.19], [0.10, -0.14, 0.19], [-0.32, -1.01, 0.02], [-0.13, 0.67, 0.20], [0.06, 0.20, -0.10], [0.12, 0.21, -0.01], [-0.02, 0.27, -0.04], [0.41, -0.08, 0.18], [0.08, 0.01, -0.13], [-0.37, 0.10, -0.06], [0.00, 0.06, -0.05], [-0.15, -0.09, 0.04], [-0.54, 1.22, -0.82], [0.07, -0.22, -0.01], [0.31, -0.51, 0.61], [-0.11, -0.36, 0.27], [0.11, -0.18, 0.31], [0.50, -0.24, 0.11], [-0.34, -0.05, -0.02], [0.05, 0.23, -0.08], [-0.18, -0.10, -0.11], [-0.02, 0.05, 0.02]]}

{"formula": "C5H11ClF3LaLuO3S", "method": "ωB97M-V with the def2-TZVPD basis set", "gap_ev": 4.75, "total_charge": -1, "total_energy_ev": -77496.2347, "e_above_lowest_kj_mol": 0.00, "e_lumo_ev": 2.020, "species": ["La", "Cl", "C", "C", "H", "H", "H", "H", "H", "H", "Lu", "C", "C", "H", "H", "H", "H", "H", "F", "C", "F", "F", "S", "O", "O", "O"], "positions_angstrom": [[0.1079, 2.6632, -0.2148], [0.2405, 0.2837, -1.8542], [1.9490, 4.2979, 0.1451], [-0.2896, 3.8284, -2.2433], [1.6279, 5.3685, 0.0898], [2.1107, 4.1415, 1.2702], [2.9837, 4.3220, -0.2661], [-0.3789, 4.9072, -2.0417], [-1.3297, 3.4889, -2.4838], [0.2486, 3.7677, -3.1957], [-0.0273, -1.2829, 0.0553], [1.8312, -0.5371, 1.1396], [-1.3978, 0.0333, 1.2280], [1.9859, 0.4728, 1.5564], [1.8060, -1.2419, 1.9933], [2.7008, -0.8043, 0.5195], [-2.4267, 0.1099, 0.7636], [-1.5801, 0.3275, 2.3118], [-2.2185, -5.3785, 1.4169], [-2.0893, -4.4948, 0.4134], [-2.8131, -4.8879, -0.6604], [-2.6336, -3.3040, 0.8567], [-0.3254, -4.1662, -0.0983], [0.3313, -3.3819, 0.9980], [0.1992, -5.4190, -0.5477], [-0.6129, -3.1141, -1.1519]], "atomic_forces_ev_per_a": [[-0.12, -2.09, 0.96], [0.24, 0.67, -1.11], [1.00, 0.71, 1.34], [-1.01, 0.52, -1.33], [-0.07, -0.55, -0.06], [-0.02, 0.15, -0.84], [-0.54, -0.22, 0.12], [0.00, 0.03, 0.15], [0.24, 0.11, -0.01], [0.07, -0.15, 0.12], [-0.86, 1.58, 1.67], [0.62, -0.08, 0.07], [-0.60, 0.99, 0.01], [0.02, -0.25, -0.12], [0.16, 0.25, -0.07], [0.23, 0.08, 0.24], [0.44, -0.05, 0.16], [0.39, -0.42, -0.99], [0.19, 0.23, -0.82], [-1.10, 1.36, 0.65], [0.71, -0.01, 0.98], [0.74, -1.56, -0.60], [-0.31, 2.33, -0.88], [-0.71, -2.04, -0.77], [0.00, 0.47, 0.53], [0.27, -2.07, 0.59]]}